This record from OMol25 describes a single C5H4 molecule. The level of theory is the ωB97M-V functional and the def2-TZVPD basis.

```
! wB97M-V def2-TZVPD RIJCOSX def2/J DEFGRID3
* xyz 0 1
C -1.31 -0.15 0.26
C 0.07 -0.05 -0.31
C 0.83 -0.08 -1.42
C 1.95 0.91 -0.90
C 1.44 0.23 0.20
H -1.40 -0.97 0.98
H -2.09 -0.28 -0.50
H -1.50 0.78 0.81
H 2.00 -0.39 0.90
*
```

E_HOMO (spin up / spin down) in hartree: -0.320 / -0.320
M in g/mol: 64.09
E_LUMO (spin up / spin down) in eV: -0.5071 / -0.5075
Maximum force in Eh/bohr: 0.0263
ΔE to the lowest compared entry with this formula, charge and spin in eV: 3.4279
Gap between HOMO and LUMO (spin up / spin down) in Eh: 0.3014 / 0.3014